Molecular formula: C62H39Cl4N6O5PbSTe
Method: DFT, ωB97M-V/def2-TZVPD

The geometry in XYZ format:
```
119
Properties=species:S:1:pos:R:3:forces:R:3
Pb 0.045 -0.519 0.292 0.0 0.0 -0.4
Cl -8.472 -3.198 -0.529 0.0 0.0 0.0
C -6.898 -2.766 0.079 0.0 0.0 0.0
C -6.719 -1.550 0.713 0.0 0.0 0.0
C -5.467 -1.209 1.192 0.0 0.0 0.0
C -4.373 -2.079 1.086 0.0 0.1 0.0
C -4.578 -3.255 0.351 0.0 0.0 -0.1
C -5.825 -3.612 -0.128 0.0 0.0 0.0
C -3.017 -1.717 1.551 -0.1 0.0 0.1
C -2.036 -2.694 1.586 -0.1 0.0 -0.1
C -2.238 -4.096 1.903 0.0 0.0 0.1
C -1.015 -4.659 2.001 0.0 -0.1 -0.1
C -0.048 -3.632 1.661 0.0 0.1 -0.1
C 1.339 -3.856 1.506 0.0 -0.2 0.1
C 1.796 -5.275 1.553 0.0 0.0 0.0
C 2.573 -5.748 2.607 0.0 0.0 0.0
C 2.992 -7.069 2.658 0.0 0.0 0.0
C 2.618 -7.930 1.642 0.0 0.0 0.0
Cl 3.127 -9.597 1.703 0.0 0.0 0.0
C 1.844 -7.493 0.582 0.0 0.0 0.0
C 1.440 -6.167 0.544 0.0 0.0 0.0
C 2.301 -2.884 1.268 0.2 0.1 -0.2
N 2.114 -1.559 1.196 -0.2 0.0 0.5
C 3.290 -0.909 0.958 0.1 -0.1 -0.1
C 3.466 0.453 0.962 0.1 0.0 0.0
C 4.756 1.024 0.495 0.1 0.0 0.0
C 5.976 0.762 1.112 0.0 0.0 0.0
C 7.159 1.303 0.632 0.0 0.0 0.0
C 7.117 2.133 -0.474 0.0 0.0 0.0
Cl 8.601 2.805 -1.098 0.0 0.0 0.0
C 5.916 2.443 -1.089 0.0 0.0 0.0
C 4.744 1.889 -0.600 0.0 0.0 0.0
C 2.498 1.415 1.422 0.1 0.0 0.1
C 2.826 2.768 1.802 0.1 0.0 -0.1
C 1.693 3.313 2.309 -0.1 0.0 0.1
C 0.676 2.293 2.243 0.1 0.1 -0.1
N 1.217 1.167 1.671 -0.1 -0.2 0.2
C -0.629 2.405 2.701 -0.1 0.0 0.1
C -1.653 1.439 2.607 0.0 0.0 0.0
C -2.882 1.467 3.321 0.0 0.0 0.1
C -3.570 0.336 2.971 0.0 -0.1 0.0
C -2.747 -0.374 2.044 0.0 0.0 -0.1
N -1.605 0.299 1.851 0.1 -0.2 -0.1
C -0.993 3.656 3.418 0.0 0.0 0.0
C -2.048 4.440 2.964 0.0 0.0 0.0
C -2.400 5.610 3.617 0.0 0.0 0.0
C -1.693 5.990 4.745 0.0 0.0 0.0
Cl -2.128 7.462 5.573 0.0 0.0 0.0
C -0.650 5.220 5.230 0.0 0.0 0.0
C -0.306 4.056 4.561 0.0 0.0 0.0
C 4.353 -1.917 0.721 -0.1 0.0 -0.1
C 3.724 -3.199 0.965 -0.1 0.0 0.0
N -0.691 -2.472 1.456 0.2 0.2 0.4
H -7.548 -0.864 0.813 0.0 0.0 0.0
H -5.340 -0.232 1.625 0.0 0.0 0.0
H -3.736 -3.871 0.078 0.0 0.0 0.0
H -5.951 -4.518 -0.702 0.0 0.0 0.0
H -3.184 -4.550 2.144 0.0 0.0 0.0
H -0.783 -5.669 2.294 0.0 0.0 0.0
H 2.848 -5.069 3.405 0.0 0.0 0.0
H 3.590 -7.431 3.482 0.0 0.0 0.0
H 1.570 -8.178 -0.207 0.0 0.0 0.0
H 0.842 -5.812 -0.285 0.0 0.0 0.0
H 6.001 0.151 2.005 0.0 0.0 0.0
H 8.101 1.099 1.119 0.0 0.0 0.0
H 5.900 3.104 -1.944 0.0 0.0 0.0
H 3.795 2.137 -1.062 0.0 0.0 0.0
H 3.792 3.234 1.702 0.0 0.0 0.0
H 1.563 4.309 2.695 0.0 0.1 0.0
H -3.178 2.207 4.045 0.0 0.0 0.0
H -4.500 -0.009 3.388 0.0 0.0 0.1
H -2.592 4.131 2.082 0.0 0.0 -0.1
H -3.212 6.224 3.252 0.0 0.0 0.0
H -0.119 5.527 6.120 0.0 0.0 0.0
H 0.503 3.441 4.933 0.0 0.0 0.0
H 5.399 -1.737 0.889 0.0 0.0 0.0
H 4.239 -4.051 1.374 0.0 0.0 0.0
C 2.708 0.240 -3.352 -0.1 0.0 0.1
C 1.524 -0.649 -3.513 0.0 0.1 -0.1
N 0.523 -0.741 -2.669 0.3 0.2 0.1
C -0.340 -1.666 -3.183 -0.1 0.0 0.3
C 0.143 -2.136 -4.370 0.2 -0.1 -0.2
N 1.329 -1.472 -4.568 0.0 -0.1 0.0
C -0.309 -3.121 -5.379 -0.2 -0.2 0.1
O -1.430 -3.743 -5.119 0.6 -0.3 -0.6
O 0.369 -3.308 -6.373 0.0 0.0 -0.1
C -1.642 -1.974 -2.500 -0.1 0.5 -0.2
O -2.376 -2.817 -3.084 -0.2 -0.2 0.6
O -1.930 -1.310 -1.486 -0.1 -0.2 0.1
H 2.415 1.131 -2.793 0.0 -0.1 0.0
H 3.104 0.545 -4.320 0.0 0.0 -0.1
H 3.500 -0.266 -2.796 0.0 0.0 0.0
H 1.920 -1.637 -5.369 0.0 0.0 0.0
H -1.814 -3.425 -4.205 -0.3 0.3 0.1
Te 4.115 -3.017 -1.212 0.0 0.0 0.1
O 1.126 2.915 -1.414 -0.1 -0.1 -0.1
S -0.242 2.321 -1.497 0.0 0.1 0.1
C -0.659 2.213 -3.239 0.0 0.0 0.1
C 0.082 2.954 -4.141 0.0 0.0 -0.1
C -0.185 2.815 -5.496 0.0 0.0 0.0
C -1.169 1.935 -5.925 0.0 0.0 0.0
C -1.896 1.191 -5.004 0.0 0.0 0.0
C -1.639 1.324 -3.649 0.0 0.0 0.1
C -1.381 3.650 -1.062 0.1 0.0 -0.1
C -2.755 3.447 -1.066 0.1 0.0 0.1
C -3.589 4.505 -0.746 0.0 0.0 0.0
C -3.051 5.748 -0.425 0.0 0.0 0.0
C -1.678 5.925 -0.396 0.0 0.0 0.1
C -0.831 4.866 -0.702 -0.1 0.1 -0.1
H 0.864 3.606 -3.775 0.0 0.0 0.0
H 0.383 3.389 -6.217 0.0 0.0 0.0
H -1.359 1.814 -6.983 0.0 0.0 0.0
H -2.638 0.480 -5.340 0.0 0.0 0.0
H -2.162 0.714 -2.922 0.0 -0.1 0.0
H -3.167 2.478 -1.313 0.0 -0.1 0.0
H -4.661 4.362 -0.752 0.0 0.0 0.0
H -3.709 6.573 -0.185 0.0 0.0 0.0
H -1.259 6.884 -0.122 0.0 0.0 0.0
H 0.246 4.969 -0.687 0.1 0.0 0.0
```
Positions in Å, forces in eV/Å.

Results
Highest occupied orbital energy: -4.680 eV
LUMO: 0.0279 Eh
Orbital gap: 5.438 eV
Net charge: -1
Energy: -5790.82723 hartree
ΔE to the lowest compared entry with this formula, charge and spin: 0.000 eV